14
Properties=species:S:1:pos:R:3 method="wB97M-V/def2-TZVPD" de_lowest_kcal_mol=173.6 total_energy_ha=-303.74238 gap_ev="7.1362 / 7.1372" total_charge=+1
C -1.18476 -1.30509 -0.11185
C -2.37209 -0.49282 -0.30568
C -0.16040 -0.55085 0.31047
C 1.89080 0.67798 -0.55437
C 1.00204 0.13861 0.58054
N -1.40733 1.37629 0.66672
N -2.19100 0.65772 0.20001
H -1.18463 -2.35848 -0.13159
H -3.25569 -0.73579 -0.69933
H 2.85820 1.00500 -0.08865
H 1.57008 1.62916 -0.77423
H 1.81457 0.09562 -1.36821
H 1.05799 0.75613 1.53475
H 1.56223 -0.89349 0.74142